# 1
DFT (the ωB97M-V functional and the def2-TZVPD basis) results for HO4PS in the gas phase.

Structure (XYZ):
```
7
Properties=species:S:1:pos:R:3
O -1.08 2.23 -0.17
O -1.70 1.34 -1.02
O -0.93 1.56 1.04
O -0.21 -0.62 0.02
P -1.71 -0.02 -0.02
S -3.42 -0.78 0.16
H 0.23 0.10 0.43
```

Properties
**Total energy**: -1040.93067 Eh
**LUMO**: -0.741 eV
**Gap between HOMO and LUMO**: 8.85 eV
**SMILES**: OP1(=S)OOO1
**Total charge**: 0



# 2
DFT (the ωB97M-V functional and the def2-TZVPD basis) results for a gas-phase ion, HO5S2 (charge -1).

Structure (XYZ):
```
8
Properties=species:S:1:pos:R:3
O 0.85 1.51 -0.58
O 3.32 1.14 0.35
O 3.64 -1.57 0.31
O -0.54 -0.33 0.72
O 0.58 -0.78 -0.03
S 1.59 0.51 0.24
S 3.33 -0.34 -0.49
H -0.96 0.25 0.10
```

Properties
**Total energy**: -1173.05679 Eh
**LUMO**: 3.724 eV
**Gap between HOMO and LUMO**: 8.13 eV
**SMILES**: O=S1#[S@@]([O-])(OO)O1
**Total charge**: -1



# 3
DFT (the ωB97M-V functional and the def2-TZVPD basis) results for a molecular structure, HgI.

Structure (XYZ):
```
2
Properties=species:S:1:pos:R:3
Hg 14.40 0.70 -9.58
I 14.33 -1.94 -8.50
```

Properties
**Total energy**: -450.78665 Eh
**LUMO**: -9.084 eV
**Gap between HOMO and LUMO**: 6.22 eV
**Total charge**: +1



# 4
DFT (the ωB97M-V functional and the def2-TZVPD basis) results for a molecular structure, ILi3.

Structure (XYZ):
```
4
Properties=species:S:1:pos:R:3
Li -26.40 3.38 2.14
Li -24.55 -0.73 0.46
Li -23.61 2.34 4.10
I -25.55 1.01 2.63
```

Properties
**Total energy**: -319.81944 Eh
**LUMO**: -8.052 eV
**Gap between HOMO and LUMO**: 9.77 eV
**Total charge**: +2



# 5
DFT (the ωB97M-V functional and the def2-TZVPD basis) results for a molecular structure, ILi3.

Structure (XYZ):
```
4
Properties=species:S:1:pos:R:3
Li -1.76 0.65 0.97
Li 0.12 2.22 -1.16
Li 0.88 -2.85 -0.34
I 0.77 -0.02 0.53
```

Properties
**Total energy**: -319.80873 Eh
**LUMO**: -8.478 eV
**Gap between HOMO and LUMO**: 9.21 eV
**Total charge**: +2



# 6
DFT (the ωB97M-V functional and the def2-TZVPD basis) results for 2 unconnected molecules or ions with the total composition IO2S.

Structure (XYZ):
```
4
Properties=species:S:1:pos:R:3
O 1.42 -1.24 0.07
O 1.59 1.20 0.08
S 0.75 0.03 -0.17
I -3.75 0.01 0.03
```

Properties
**Total energy**: -846.44988 Eh
**LUMO**: 1.613 eV
**Gap between HOMO and LUMO**: 5.13 eV
**Total charge**: -1



What are the E_HOMO values for these records? In order: -0.35247 -0.16206 -0.56240 -0.65481 -0.64989 -0.12923 Ha.
What are the F_max values for these records? In order: 4.53 2.57 1.83 0.56 0.74 2.11 eV Å⁻¹.
What are the relative energy (zero: lowest compared OMol25 entry of this formula, charge and spin) values for these records? In order: 124.8 122.0 7.9 4.4 11.2 6.4 kcal/mol.